1.
Entry from the Open Molecules 2025 dataset: a cluster of 7 separate species, C24H68N6O7 in total in a non-equilibrium geometry (the ωB97M-V functional and the def2-TZVPD basis).

Geometry as XYZ:
```
105
Properties=species:S:1:pos:R:3
C -0.32844 7.53650 -23.52665
C -1.44274 6.72013 -22.93135
C -2.51770 7.58529 -22.25300
O -3.46938 6.69001 -21.72789
C -4.69415 7.21059 -21.30906
N -2.08410 5.92237 -23.99608
H 0.54350 6.88328 -23.56030
H 0.03655 8.21048 -22.75164
H -0.58539 8.05020 -24.45303
H -1.08120 6.02804 -22.17083
H -2.95778 8.28517 -22.96335
H -2.05667 8.19609 -21.47681
H -4.44257 7.84988 -20.46281
H -5.29142 6.37011 -20.95557
H -5.31615 7.67428 -22.07470
H -2.94424 5.55017 -23.61961
H -1.47839 5.18072 -24.31727
C -7.43968 3.12647 -27.13610
C -6.35241 2.86672 -26.02126
C -6.30590 4.02098 -24.92756
O -5.91636 5.24849 -25.52443
C -5.59555 6.30605 -24.57414
N -6.74540 1.61976 -25.37660
H -8.48408 3.14133 -26.82447
H -7.22701 2.48428 -27.99078
H -7.16176 4.14732 -27.39824
H -5.36326 2.86639 -26.47917
H -5.61942 3.79831 -24.11070
H -7.23612 4.17478 -24.38061
H -4.90411 5.91938 -23.82547
H -6.48342 6.74014 -24.11441
H -5.09857 7.08281 -25.15531
H -7.74836 1.60805 -25.25813
H -6.76651 0.85411 -26.03496
C -6.81482 2.68271 -18.94635
C -7.63759 3.83579 -19.55053
C -7.74507 5.11836 -18.72199
O -8.48066 4.82237 -17.64703
C -7.88247 5.13386 -16.36515
N -7.08430 4.12861 -20.87221
H -5.76359 2.93937 -18.81544
H -6.98847 1.71587 -19.41876
H -7.21711 2.51383 -17.94748
H -8.66483 3.48028 -19.63106
H -8.27370 5.88309 -19.29106
H -6.76489 5.49788 -18.43334
H -7.46313 6.13879 -16.31662
H -7.06014 4.46353 -16.11508
H -8.59787 4.96852 -15.55957
H -7.34009 3.33204 -21.43802
H -6.10589 3.98233 -20.66868
C -10.86910 0.88756 -23.10365
C -10.72666 2.37050 -23.46500
C -10.59309 3.27146 -22.25357
O -10.54444 4.66312 -22.57334
C -11.72725 5.21506 -23.10770
N -9.54762 2.61294 -24.33014
H -11.71994 0.70405 -22.44754
H -10.04024 0.51104 -22.50422
H -10.87932 0.20360 -23.95230
H -11.62965 2.67318 -23.99517
H -9.66439 3.04626 -21.72927
H -11.37161 3.23485 -21.49156
H -11.66388 6.29239 -23.26086
H -12.53589 5.11770 -22.38332
H -12.11861 4.74921 -24.01209
H -8.70286 2.36772 -23.83382
H -9.42505 3.61459 -24.37225
C -10.70854 5.98549 -29.20789
C -10.48352 5.02961 -27.96919
C -10.81961 5.63079 -26.64845
O -10.15625 6.83960 -26.37646
C -8.79753 6.72015 -26.07804
N -11.15661 3.75178 -28.21539
H -11.73977 6.33665 -29.24456
H -10.61113 5.47928 -30.16829
H -10.20382 6.95153 -29.21898
H -9.40968 4.84297 -27.95754
H -10.64208 4.80492 -25.95960
H -11.90517 5.72855 -26.65760
H -8.37183 7.72341 -26.09671
H -8.15416 6.15514 -26.75254
H -8.70357 6.24132 -25.10337
H -10.90917 3.43931 -29.14341
H -10.81042 3.00418 -27.63114
C -9.11743 10.40196 -19.16946
C -9.56305 10.67005 -20.56113
C -8.95549 9.67416 -21.59432
O -9.14852 10.20209 -22.89494
C -9.06775 9.15392 -23.92968
N -11.03084 10.63924 -20.52653
H -9.39823 9.37575 -18.93252
H -9.61491 11.02672 -18.42765
H -8.02988 10.43684 -19.10529
H -9.40417 11.68373 -20.92899
H -9.45774 8.72096 -21.42922
H -7.89309 9.47710 -21.45088
H -9.84176 8.38870 -23.87106
H -8.12755 8.60513 -23.87523
H -9.05258 9.67903 -24.88473
H -11.37205 9.78161 -20.11648
H -11.24516 10.61494 -21.51323
O -7.99787 6.43058 -22.11491
H -8.81260 5.98111 -22.33944
H -7.49017 5.77945 -21.63066
```

For the orbital gap, the calculation gives 9.4 eV. As for the SMILES: COC[C@H](C)N.COC[C@H](C)N.COC[C@H](C)N.COC[C@H](C)N.COC[C@H](C)N.COC[C@H](C)N.O. As for the total charge: 0. The calculated total energy comes out at -1810.24603 hartree. For the LUMO energy, the calculation gives 0.464 eV.

Results of the Löwdin charge analysis, in e, for atoms 1 through 8: atom 1 (C): -0.073, atom 2 (C): -0.438, atom 3 (C): -0.199, atom 4 (O): -0.210, atom 5 (C): -0.105, atom 6 (N): 0.047, atom 7 (H): 0.075, atom 8 (H): 0.073


2.
Entry from the Open Molecules 2025 dataset: the ion C4H7N4OS with charge -1 in a non-equilibrium geometry (the ωB97M-V functional and the def2-TZVPD basis).

Geometry as XYZ:
```
17
Properties=species:S:1:pos:R:3
C -1.30241 2.05445 2.18258
C -0.03564 0.80870 -0.31763
C 0.94571 -1.12319 0.98282
C 0.33092 0.27994 1.07511
N -0.51418 3.79934 2.98672
N -0.59756 2.45283 3.19626
N -1.74843 3.01366 1.37021
N -1.10093 4.11185 1.83901
O -2.39943 -0.34888 0.95873
S -1.35507 0.03190 1.92924
H -0.74667 0.15126 -0.70058
H -0.40417 1.78129 -0.31813
H 0.87951 0.68485 -1.02974
H 1.18878 -1.55047 1.84537
H 1.70077 -1.03552 0.26126
H 0.29038 -1.78817 0.34154
H 0.88410 0.92554 1.63315
```

For the orbital gap, the calculation gives 8.5 eV. As for the total charge: -1. The calculated total energy comes out at -849.02269 hartree. For the LUMO energy, the calculation gives 3.322 eV.

Results of the Löwdin charge analysis, in e, for atoms 1 through 8: atom 1 (C): -0.591, atom 2 (C): -0.115, atom 3 (C): -0.118, atom 4 (C): -0.511, atom 5 (N): -0.148, atom 6 (N): -0.075, atom 7 (N): -0.055, atom 8 (N): -0.141


3.
Entry from the Open Molecules 2025 dataset: a structure of composition C22H15BrCl2CsINO4S in a non-equilibrium geometry (the ωB97M-V functional and the def2-TZVPD basis).

Geometry as XYZ:
```
48
Properties=species:S:1:pos:R:3
Cs 0.54187 -0.04811 0.19805
Cl 4.27322 -2.44801 -1.81005
C 2.77811 -3.34552 -1.93168
C 2.72793 -4.41735 -2.82502
C 1.59938 -5.17173 -2.95520
Cl 1.57634 -6.51935 -4.07915
C 0.44427 -4.86448 -2.19568
C -0.76867 -5.58607 -2.28386
C -1.83882 -5.20084 -1.53339
C -1.70918 -4.07620 -0.69587
N -0.60411 -3.38627 -0.57898
C 0.48391 -3.77124 -1.29648
C 1.71165 -2.98457 -1.08890
O 1.75056 -2.05823 -0.23462
H 3.60486 -4.65083 -3.41462
H -0.83582 -6.43675 -2.94854
H -2.77885 -5.73569 -1.57920
H -2.55927 -3.73765 -0.11056
C 0.40296 4.84036 -5.66917
C 0.07593 4.33970 -4.28884
C -0.68074 3.19200 -4.10354
C -0.94725 2.70303 -2.82827
C -0.45349 3.36739 -1.71975
C 0.29615 4.52814 -1.88679
C 0.55407 5.00406 -3.15856
S -0.72074 2.74832 -0.07511
O 0.63141 2.46153 0.40379
O -1.39687 3.80041 0.64698
O -1.49177 1.52060 -0.25535
H -0.32982 4.49626 -6.39942
H 1.38187 4.48132 -5.99642
H 0.43160 5.93035 -5.70096
H -1.07062 2.66396 -4.96697
H -1.53827 1.80878 -2.68530
H 0.67449 5.04755 -1.01621
H 1.14059 5.90853 -3.28034
Br 0.04889 -2.63612 7.20335
C -0.34396 -0.79065 7.10167
C -0.55338 -0.11688 8.29983
C -0.84572 1.23539 8.29488
C -0.93052 1.92140 7.09205
C -0.72267 1.25137 5.89824
C -0.42699 -0.11220 5.89294
I -0.14372 -1.00237 4.06414
H -0.48496 -0.66305 9.23032
H -1.00711 1.75000 9.23301
H -1.15844 2.97875 7.07572
H -0.78826 1.78096 4.95783
```

For the orbital gap, the calculation gives 6.3 eV. As for the total charge: -1. The calculated total energy comes out at -5413.60992 hartree. For the LUMO energy, the calculation gives 2.000 eV.

Results of the Löwdin charge analysis, in e, for atoms 1 through 8: atom 1 (Cs): 1.481, atom 2 (Cl): 0.639, atom 3 (C): -0.593, atom 4 (C): -0.157, atom 5 (C): -0.627, atom 6 (Cl): 0.620, atom 7 (C): -0.189, atom 8 (C): -0.049


4.
Entry from the Open Molecules 2025 dataset: a structure of composition C34H47CdN15O2P (the ωB97M-V functional and the def2-TZVPD basis).

Geometry as XYZ:
```
100
Properties=species:S:1:pos:R:3
Cd -1.00807 -0.15856 0.27943
C -0.11073 1.57865 -4.09432
C -1.07374 1.41475 -3.10652
N -1.32038 0.23069 -2.56721
C -0.57848 -0.79584 -2.98295
C 0.40691 -0.61918 -3.95104
N 0.62996 0.56004 -4.51114
C -0.88550 -2.11466 -2.38308
C -0.82866 -3.28254 -3.13497
C -1.26736 -4.47712 -2.57450
C -1.73176 -4.44434 -1.26165
C -1.70639 -3.24827 -0.55535
N -1.28519 -2.11357 -1.11206
C -2.12594 -3.17984 0.86506
C -2.91610 -4.16264 1.46362
N -3.24656 -4.12580 2.74561
C -2.79357 -3.10386 3.46223
C -2.04429 -2.09482 2.87524
N -1.72010 -2.13160 1.58892
C -1.26137 -5.73638 -3.34720
C -0.21539 -6.04154 -4.21170
C -0.26353 -7.23197 -4.92184
N -1.26425 -8.09907 -4.82424
C -2.25922 -7.81063 -3.99352
C -2.30444 -6.65126 -3.23439
H 0.06909 2.53655 -4.56661
H -1.65430 2.25006 -2.73591
H 1.05140 -1.43273 -4.26353
H -0.49661 -3.25253 -4.16313
H -2.05906 -5.36011 -0.79249
H -3.31825 -4.99605 0.90138
H -3.04227 -3.09445 4.51559
H -1.69378 -1.24255 3.44627
H 0.63849 -5.38319 -4.30764
H 0.53765 -7.50300 -5.60004
H -3.05824 -8.54145 -3.93854
H -3.14703 -6.45382 -2.58432
N -3.93291 -0.60265 -1.13180
N -4.93466 0.00753 -0.38833
C -4.62742 0.68796 0.73450
N -5.61786 1.28842 1.38576
N -3.34078 0.68810 1.08252
N -2.90982 1.29344 2.20683
O -3.62823 1.97462 2.93141
O -1.71840 1.11402 2.43928
H -3.68865 -0.06419 -1.95405
H -4.22134 -1.53405 -1.39590
H -5.85286 0.13959 -0.78291
H -6.57486 1.21386 1.08763
H -5.36998 1.80760 2.21485
N 0.74151 0.69751 -0.23791
P 1.75800 1.47349 0.63349
N 3.13595 1.66590 -0.29665
C 4.44022 2.08353 0.18712
C 4.82192 3.45558 -0.36785
C 4.82469 3.40771 -1.89613
C 3.47631 2.90171 -2.41315
C 3.10290 1.57480 -1.75042
N 1.34973 3.08733 1.08257
C 0.70605 3.37440 2.37673
C -0.00956 4.71997 2.34676
C -1.15202 4.73414 1.32216
C -0.76952 3.88930 0.09383
C 0.75216 3.82575 -0.04115
N 2.26019 0.78673 2.08320
C 1.63625 -0.48306 2.48047
C 2.43402 -1.15089 3.59338
C 2.47716 -0.27688 4.86107
C 2.33089 1.20940 4.50405
C 2.99488 1.46330 3.15462
H 5.18356 1.34841 -0.15199
H 4.45721 2.09020 1.27117
H 5.80498 3.74397 0.01222
H 4.09114 4.19167 -0.01961
H 5.61977 2.73289 -2.22945
H 5.03572 4.39677 -2.30732
H 3.51671 2.76359 -3.49729
H 2.71085 3.65210 -2.19581
H 3.82413 0.80942 -2.07278
H 2.10906 1.24153 -2.04404
H 1.46039 3.41427 3.16306
H -0.01188 2.59469 2.64816
H 0.71707 5.49488 2.09459
H -0.37940 4.94313 3.34809
H -1.34991 5.76361 1.01784
H -2.07040 4.35148 1.77546
H -1.21863 4.30285 -0.81333
H -1.12655 2.86200 0.20766
H 1.15368 4.84422 -0.07654
H 1.02791 3.32490 -0.96916
H 1.60397 -1.13501 1.60625
H 0.60608 -0.32731 2.83489
H 3.44497 -1.34250 3.22868
H 1.98479 -2.12012 3.81893
H 3.42811 -0.43846 5.37143
H 1.68526 -0.56765 5.55420
H 2.79201 1.83485 5.26963
H 1.27480 1.48097 4.44402
H 4.02226 1.08036 3.21037
H 3.05542 2.52691 2.93127
```

For the orbital gap, the calculation gives 5.9 eV. As for the total charge: +1. The calculated total energy comes out at -2804.48256 hartree. For the LUMO energy, the calculation gives -3.419 eV.

Results of the Löwdin charge analysis, in e, for atoms 1 through 8: atom 1 (Cd): 1.360, atom 2 (C): -0.100, atom 3 (C): -0.114, atom 4 (N): 0.071, atom 5 (C): -0.235, atom 6 (C): -0.064, atom 7 (N): 0.107, atom 8 (C): -0.201